Entry from the OMol25 dataset: 8 unconnected molecules or ions with the total composition C34H91N7O10 in a non-equilibrium geometry (ωB97M-V with the def2-TZVPD basis set).

Computed properties:
* orbital gap: 8.87 eV
* E_HOMO: -8.4 eV
* total charge: 0
* 2S+1: 1
* E: -2485.330731 hartree
* SMILES string: COC[C@H](C)N.COC[C@H](C)N.COC[C@H](C)N.COC[C@H](C)N.COC[C@H](C)N.COCCNCCOC.COCCNCCOC.CCO
* energy above the lowest of the compared OMol25 structures with the same formula, charge and spin: 428.1 kJ/mol

The geometry in XYZ format:
```
142
Properties=species:S:1:pos:R:3:forces:R:3:lowdin_charge:R:1
C -3.237520 -2.135514 -1.022312 0.3 0.6 0.8 -0.128
O -4.531727 -2.528013 -1.371769 -1.4 -1.2 -0.5 -0.190
C -5.667020 -2.692323 -0.436733 2.5 -0.2 -0.2 -0.120
C -5.482041 -3.869657 0.555757 0.5 1.1 0.3 -0.425
C -5.763219 -5.260886 0.000405 -1.0 0.6 0.1 -0.058
N -6.160788 -3.516547 1.831385 -0.3 -1.0 -0.4 0.041
H -2.595261 -2.149573 -1.902888 -0.5 0.4 -0.4 0.068
H -2.616239 -2.714710 -0.339204 -0.6 -0.9 0.6 0.078
H -3.242656 -1.151496 -0.553501 0.1 0.4 -0.3 0.061
H -5.750325 -1.758855 0.119870 -0.2 0.1 0.1 0.102
H -6.554902 -2.838272 -1.051925 0.1 0.1 -0.2 0.122
H -4.450128 -3.921794 0.902952 0.4 0.4 -0.5 0.116
H -5.287888 -5.516449 -0.946613 0.8 0.3 0.3 0.079
H -6.804938 -5.316752 -0.315513 -0.4 -0.2 0.5 0.070
H -5.526985 -5.955331 0.806646 -0.2 -0.3 -0.4 0.078
H -5.929334 -2.564544 2.076760 0.2 0.2 0.2 0.029
H -7.168274 -3.532425 1.761967 -0.3 -0.2 -0.2 0.063
C 0.898379 3.337035 2.711873 0.1 -0.3 -0.7 -0.112
O 1.636269 3.356622 3.906644 0.7 -1.1 0.4 -0.167
C 2.569686 2.273798 4.058021 -0.7 0.2 0.6 -0.198
C 2.904034 2.087565 5.527393 2.9 -0.5 0.4 -0.389
C 3.741886 3.244868 6.099784 -1.3 1.0 -0.6 -0.062
N 3.779439 0.891730 5.721551 0.4 -0.9 0.4 0.025
H 1.314130 4.025567 1.976227 -0.3 0.9 0.3 0.084
H -0.151898 3.476961 2.967692 0.0 0.4 -0.3 0.094
H 0.971786 2.429216 2.113063 0.0 -0.7 0.6 0.059
H 2.141633 1.316877 3.759410 -0.3 0.0 -0.5 0.098
H 3.483294 2.458428 3.492923 0.2 0.1 -0.1 0.129
H 2.018496 1.877915 6.127372 -0.1 0.3 -0.2 0.126
H 4.397513 3.687310 5.349787 -0.1 -0.1 -0.3 0.079
H 4.419171 3.021457 6.924079 -0.6 -0.3 0.3 0.071
H 2.995006 3.996441 6.355517 0.5 0.5 0.4 0.077
H 4.416762 0.524629 5.029335 -0.8 0.2 -1.5 0.060
H 4.527391 1.121731 6.360116 -0.5 0.2 0.8 0.049
C 4.812514 -1.718953 -4.038730 -0.3 0.6 0.5 -0.080
O 3.776111 -1.864875 -3.043745 0.3 0.6 -0.7 -0.216
C 4.123285 -1.651268 -1.672680 0.2 0.2 0.4 -0.166
C 4.712300 -0.251786 -1.279511 0.4 -0.9 -1.3 -0.465
C 5.123403 -0.111310 0.164895 -0.4 -1.3 -0.4 -0.041
N 3.837085 0.820197 -1.693610 -0.8 -0.5 -0.4 0.063
H 4.399693 -1.791357 -5.044933 -0.5 -0.5 0.3 0.087
H 5.626100 -2.436955 -3.935507 0.0 -0.1 0.2 0.090
H 5.214258 -0.705700 -4.034122 0.3 0.1 0.3 0.075
H 3.210409 -1.887977 -1.126124 0.0 0.0 0.1 0.112
H 4.890603 -2.381667 -1.416082 0.1 -0.2 0.3 0.125
H 5.578381 -0.285455 -1.940475 0.8 0.4 0.3 0.115
H 5.632535 0.841217 0.311773 -0.1 -0.2 0.3 0.088
H 5.718825 -0.992103 0.405269 0.6 0.3 0.2 0.083
H 4.240455 -0.265717 0.785095 0.0 0.7 0.3 0.058
H 4.341213 1.654041 -1.959454 0.2 0.1 0.2 0.081
H 3.481120 0.448750 -2.562749 -0.7 0.4 -0.4 0.057
C 4.789751 -5.932021 3.605814 -0.2 0.8 1.9 -0.101
O 3.543723 -5.265034 3.752325 0.2 0.6 -0.4 -0.195
C 3.391773 -3.950560 3.208163 -1.1 -0.7 -1.0 -0.193
C 3.678974 -2.709804 4.027553 1.1 -0.3 2.6 -0.443
C 3.723754 -2.979967 5.546510 -1.0 -0.2 0.2 -0.066
N 2.735207 -1.654534 3.724443 -0.3 0.3 -0.8 0.078
H 4.801284 -6.744752 2.879566 0.0 0.4 -0.4 0.084
H 4.921876 -6.361847 4.598737 0.2 -0.6 0.0 0.081
H 5.587597 -5.189657 3.585210 0.3 -0.2 -0.8 0.086
H 3.882693 -3.813000 2.244742 0.4 -0.4 -0.2 0.119
H 2.334419 -3.983956 2.945498 -0.2 0.5 0.1 0.124
H 4.741773 -2.469445 3.999618 0.4 0.6 -1.5 0.118
H 4.589972 -3.589990 5.802724 -0.1 -0.3 0.0 0.071
H 2.804654 -3.450044 5.896364 0.0 -0.2 0.1 0.077
H 3.825738 -2.056344 6.116267 0.0 0.3 -0.3 0.058
H 3.073918 -0.709794 3.837823 0.5 -0.1 0.9 0.037
H 2.503912 -1.590821 2.743354 -0.2 -0.7 -0.5 0.035
C -0.175894 -4.553023 -6.465436 -1.7 1.1 -0.2 -0.101
O -0.762499 -3.713893 -5.469041 0.8 -0.3 -0.1 -0.216
C 0.276083 -2.916377 -4.929943 -1.9 0.6 1.1 -0.207
C -0.374416 -1.810052 -4.000842 -0.2 -0.9 -1.2 -0.407
C -1.480143 -1.036150 -4.783467 0.7 -0.3 0.3 -0.041
N 0.655193 -0.975304 -3.437671 0.1 0.7 0.6 0.047
H -0.029830 -3.874264 -7.305698 0.6 -0.3 -0.5 0.084
H -1.001856 -5.207910 -6.742948 0.6 -0.6 0.0 0.091
H 0.764149 -5.013358 -6.161274 -0.2 -0.3 0.1 0.087
H 0.837886 -3.618918 -4.314391 0.8 0.4 0.1 0.123
H 0.849515 -2.439170 -5.724654 0.3 0.0 -0.1 0.120
H -0.857446 -2.388048 -3.212994 0.0 0.1 0.3 0.112
H -2.071250 -1.775989 -5.323208 0.2 0.2 -0.4 0.071
H -0.993254 -0.301879 -5.425260 0.0 -0.2 -0.5 0.071
H -2.213490 -0.447783 -4.231982 0.3 -0.2 0.7 0.068
H 1.415568 -1.490860 -3.017997 -0.1 -0.4 0.1 0.040
H 1.112379 -0.378788 -4.112394 -0.3 0.1 -0.3 0.069
C -0.642483 4.438770 -1.301208 -1.2 0.4 1.7 -0.101
O -1.928463 4.936832 -1.725987 1.2 -1.2 -2.3 -0.190
C -2.047629 4.927013 -3.180332 -0.4 2.2 0.0 -0.175
C -1.236947 6.135620 -3.843596 -0.7 -0.8 0.5 -0.194
N -1.326242 6.098397 -5.307797 0.2 -0.3 -0.4 -0.061
C -0.612475 7.181611 -5.944879 1.6 1.6 -0.2 -0.240
C -0.399614 7.100417 -7.457955 -0.9 -1.5 0.6 -0.218
O -1.711456 7.020691 -7.974208 0.0 0.6 -0.7 -0.187
C -1.798933 7.002814 -9.374253 -1.0 -1.1 -0.7 -0.127
H -0.515909 3.364197 -1.169377 -0.4 -0.4 -1.2 0.072
H -0.727766 4.690326 -0.244067 0.9 0.7 0.1 0.081
H 0.203158 4.884356 -1.825069 -0.1 0.0 0.2 0.078
H -3.109082 5.107612 -3.350049 -0.1 0.2 0.0 0.109
H -1.872187 4.011203 -3.744805 0.7 -0.4 0.6 0.114
H -0.213434 6.105415 -3.469983 0.2 -0.2 -0.5 0.096
H -1.609542 7.097147 -3.490418 -0.4 0.1 0.4 0.113
H -2.263220 6.371383 -5.567901 -0.6 -0.8 0.2 0.107
H 0.389517 7.306607 -5.534407 0.1 -0.2 0.4 0.117
H -1.131556 8.120870 -5.754014 0.0 0.4 0.1 0.117
H 0.159129 6.180655 -7.630979 -0.1 -0.5 -0.3 0.118
H 0.180012 7.872364 -7.964149 -0.1 0.6 0.5 0.121
H -1.566750 6.019370 -9.782960 0.8 -0.2 0.1 0.083
H -1.271522 7.756205 -9.959359 0.4 0.3 0.5 0.086
H -2.844897 7.050196 -9.677264 -0.2 0.5 0.4 0.084
C -6.621926 -0.246279 4.149657 0.3 -0.4 0.0 -0.115
O -5.675203 -0.548771 3.177547 1.6 -0.3 -1.6 -0.252
C -4.738266 0.536302 3.011868 -0.3 0.7 -0.8 -0.190
C -3.536198 0.299920 1.987186 -1.8 -0.8 2.1 -0.157
N -2.406704 -0.333990 2.671255 0.7 -0.8 -0.2 -0.053
C -2.715105 -1.575087 3.437888 0.5 0.3 -0.4 -0.163
C -1.576264 -1.906654 4.459179 -1.4 0.3 -1.4 -0.199
O -1.375226 -0.757035 5.254234 1.1 -0.9 -0.5 -0.183
C 0.001494 -0.508623 5.539094 -0.1 2.0 0.9 -0.094
H -6.023565 -0.123131 5.052375 -0.7 0.6 0.6 0.093
H -7.284841 -1.103900 4.264203 0.0 0.0 0.0 0.092
H -7.193758 0.612251 3.797463 -0.2 0.3 0.6 0.091
H -4.365802 0.881093 3.976487 0.4 -0.5 0.4 0.115
H -5.326316 1.402902 2.709712 -0.2 0.2 -0.5 0.108
H -3.291289 1.232212 1.478309 0.3 0.1 0.5 0.112
H -3.982893 -0.307125 1.199749 0.4 -0.5 0.0 0.080
H -2.050864 0.229027 3.430523 0.0 0.9 -0.3 0.087
H -2.784327 -2.420839 2.753782 -0.3 -0.1 -0.1 0.109
H -3.673929 -1.400059 3.925868 0.0 -0.6 0.4 0.097
H -0.691116 -2.231120 3.912068 0.3 0.4 -0.1 0.109
H -1.888487 -2.780196 5.031501 -0.1 0.1 0.4 0.118
H 0.779927 -1.264459 5.434961 -0.7 -0.7 0.3 0.070
H -0.065727 -0.011658 6.506877 0.6 -0.7 0.6 0.087
H 0.420779 0.326389 4.977791 -0.3 0.1 -1.0 0.060
C -0.052664 0.292605 0.192178 -0.1 -0.6 -0.6 -0.076
C 0.601080 -1.076738 0.341314 -0.6 0.9 1.1 -0.302
O 1.873784 -0.856372 0.859584 1.9 -0.3 0.9 -0.125
H -0.148809 0.779276 1.162752 0.0 -0.3 0.1 0.049
H -1.046972 0.153710 -0.232263 0.0 0.4 -0.2 0.063
H 0.610047 0.908227 -0.416041 -0.3 0.1 -0.4 0.066
H 0.695032 -1.719392 -0.534049 -0.6 0.2 -0.2 0.102
H 0.090033 -1.553207 1.177920 -0.3 -0.6 -0.4 0.107
H 2.448624 -0.440104 0.213147 -0.2 0.3 -0.3 0.033
```
Positions in Å, forces in eV/Å.